Entry 1:
108
Properties=species:S:1:pos:R:3 method="wB97M-V/def2-TZVPD" charge=0 smiles=CC1(C)CCCC(C)(C)N1O.CC1(C)CCCC(C)(C)N1O.CO.CO.CO.CO.CO.CO.CO.O.O
C -9.88516 -14.46414 13.72941
C -9.40566 -15.80862 13.18449
C -7.91162 -15.75591 12.67378
C -9.47014 -16.80541 14.39124
C -9.46069 -18.24807 13.98754
C -10.51125 -18.58158 12.90617
C -10.59399 -17.57980 11.77034
C -9.50828 -17.98583 10.79297
C -11.91110 -17.63974 11.16647
N -10.33791 -16.21212 12.15205
O -10.48430 -15.28214 11.13783
H -9.62533 -13.65292 13.04934
H -10.96960 -14.39537 13.81511
H -9.41332 -14.25998 14.69055
H -7.22778 -15.10682 13.22072
H -7.50622 -16.73361 12.41330
H -7.96209 -15.21772 11.72726
H -8.65224 -16.63055 15.09022
H -10.41975 -16.66443 14.90746
H -8.44496 -18.45921 13.65318
H -9.64204 -18.89753 14.84393
H -11.52199 -18.81155 13.24323
H -10.13370 -19.55509 12.59338
H -9.63274 -19.01645 10.46066
H -8.51989 -18.03917 11.24941
H -9.39011 -17.42370 9.86661
H -12.65276 -17.25041 11.86396
H -12.08191 -18.67790 10.88158
H -11.96210 -16.99351 10.29018
H -9.59775 -15.27636 10.76959
C -7.15269 -16.94052 7.40873
C -6.41220 -15.93066 8.32180
C -6.08094 -16.77645 9.60311
C -5.12707 -15.55301 7.51929
C -4.35642 -14.31982 8.03601
C -5.34977 -13.11430 8.09793
C -6.65475 -13.36339 8.90952
C -6.21478 -13.26525 10.46022
C -7.66066 -12.20867 8.59203
N -7.26982 -14.73088 8.47537
O -8.52557 -14.94280 9.02967
H -7.44691 -16.44736 6.48228
H -6.64520 -17.86064 7.11900
H -8.06909 -17.24231 7.91593
H -6.91793 -16.82091 10.29994
H -5.74328 -17.78045 9.34608
H -5.24983 -16.27055 10.09447
H -4.36141 -16.32421 7.60358
H -5.25970 -15.33002 6.46062
H -3.81668 -14.51850 8.96191
H -3.61214 -14.14351 7.25945
H -5.51942 -12.71820 7.09672
H -4.73043 -12.35356 8.57311
H -5.40276 -13.96536 10.65659
H -7.06762 -13.37840 11.12953
H -5.70385 -12.32227 10.65476
H -7.73583 -12.14080 7.50675
H -7.41102 -11.19649 8.91028
H -8.62355 -12.50575 9.00759
H -9.00154 -14.71961 8.22640
C -13.74325 -21.35185 4.69454
O -13.99692 -22.36128 5.63557
H -14.58470 -21.10217 4.04822
H -13.38188 -20.48174 5.24264
H -12.90134 -21.77101 4.14356
H -14.80121 -22.06607 6.06865
C -9.29444 -22.71489 4.87031
O -10.31004 -21.79367 4.97692
H -8.57253 -22.55639 5.67145
H -9.61048 -23.75279 4.97496
H -8.86103 -22.65731 3.87184
H -10.86354 -22.17118 5.66448
C -10.80766 -15.62677 5.94870
O -9.95522 -14.72373 6.64983
H -11.03678 -15.26219 4.94736
H -10.27979 -16.56843 5.79796
H -11.73091 -15.73896 6.51715
H -9.53992 -14.06645 6.08670
C -12.34534 -21.66615 11.19347
O -12.84423 -21.63291 9.81070
H -13.06765 -21.26238 11.90294
H -12.14232 -22.72144 11.37575
H -11.40918 -21.13815 11.37495
H -12.65131 -20.76665 9.44466
C -11.01353 -19.32449 7.39178
O -12.11229 -19.32567 8.23202
H -10.31754 -18.51755 7.62096
H -10.45516 -20.23675 7.60184
H -11.15760 -19.41512 6.31515
H -12.73183 -18.66607 7.91158
C -7.19758 -21.34277 8.68904
O -7.15968 -22.52026 7.94038
H -8.20604 -21.19336 9.07478
H -6.62744 -21.45495 9.61124
H -6.83247 -20.44628 8.18795
H -8.02508 -22.92534 7.84772
C -10.70842 -16.93709 2.26838
O -11.17374 -17.80552 3.26866
H -10.48086 -15.94657 2.66232
H -9.83869 -17.31203 1.72884
H -11.51051 -16.85384 1.53501
H -10.43634 -18.06194 3.82730
O -14.32555 -17.79570 7.81403
H -14.77615 -18.28423 7.12515
H -14.20944 -16.91835 7.44935
O -9.13695 -19.33166 4.43974
H -8.24029 -19.54423 4.69866
H -9.60448 -20.16558 4.48697

***

Entry 2:
41
Properties=species:S:1:pos:R:3 method="wB97M-V/def2-TZVPD" charge=0 smiles="CNC[C@@H](C)NC=O.O.O.O.O.O.O.O"
C 2.77983 0.75889 1.94903
N 2.16480 -0.52774 1.64338
C 1.18799 -0.42674 0.55196
C 0.75010 -1.80934 0.06726
C -0.76882 -1.92474 -0.02243
N 1.37582 -2.06983 -1.22838
C 1.38756 -3.31277 -1.75438
O 0.90540 -4.28547 -1.21012
H 3.33183 1.19542 1.10432
H 1.99711 1.47164 2.21445
H 3.44561 0.64722 2.80924
H 2.86485 -1.19328 1.37508
H 0.34469 0.13243 0.94691
H 1.56630 0.17389 -0.27271
H 1.10861 -2.55707 0.76022
H -1.15702 -1.23279 -0.76944
H -1.03330 -2.92126 -0.34988
H -1.21204 -1.74152 0.95415
H 1.83636 -1.31213 -1.71569
H 1.87615 -3.37663 -2.73212
O 0.18550 -0.67612 3.68529
H 0.05811 -1.60141 3.93962
H 0.92790 -0.67694 3.04158
O -0.58987 1.99686 -2.08567
H -1.43012 1.62813 -2.47034
H -0.80144 2.90226 -1.78014
O 1.25579 0.58511 -3.61141
H 1.94297 1.14148 -3.98725
H 0.64281 1.17528 -3.11952
O -3.08822 0.76175 -2.51921
H -2.85042 -0.16022 -2.59468
H -3.23559 0.92396 -1.56819
O -1.85636 4.06521 -0.62625
H -1.61313 4.61786 0.11580
H -2.19838 3.23135 -0.23397
O -2.12315 0.19445 2.54215
H -2.59900 0.61696 3.25659
H -1.26698 -0.08065 2.92550
O -2.33385 1.43610 0.11545
H -1.49358 1.23903 -0.33850
H -2.28482 0.99137 0.99232

***

Record-wise gap between HOMO and LUMO values, in eV: 7.770; 10.134
Record-wise energy relative to the best compared isomer or geometry (same formula, charge and spin) values, in kcal/mol: 36.3; 4.1